Run 1
Here is a 2-piece molecular cluster, C5H13NOS overall from the Open Molecules 2025 dataset. Energies are from ωB97M-V with the def2-TZVPD basis set.

Computed properties:
Kohn-Sham gap: 7.9 eV
HOMO level: -0.273 hartree
LUMO: 0.4 eV
charge: 0
multiplicity: 1

Structure (XYZ):
```
21
Properties=species:S:1:pos:R:3:mulliken_charge:R:1
C -3.543 -0.469 1.772 -0.5664
C -3.589 -0.312 -0.996 -0.6910
C 3.502 0.665 -1.415 -0.7705
C 0.524 0.455 0.651 -0.3595
C 2.018 0.212 0.471 -0.8309
N -0.289 -0.785 0.246 -0.5527
O 2.229 0.146 -0.961 -0.2592
S -4.282 0.177 0.382 0.1230
H -2.574 -0.907 1.526 0.2532
H -4.155 -0.234 2.683 0.2362
H -2.928 -1.213 -1.100 0.3311
H -4.062 0.038 -1.885 0.2993
H 3.964 1.454 -0.824 0.3144
H 3.632 0.764 -2.496 0.2626
H 4.228 -0.171 -1.115 0.2839
H 0.476 0.498 1.739 0.3374
H 0.245 1.350 0.043 0.2696
H 2.254 -0.735 0.862 0.4370
H 2.640 0.912 1.029 0.4267
H -0.760 -0.463 -0.583 0.2102
H 0.468 -1.382 -0.027 0.2457
```

=====

Run 2
Here is a 2-piece molecular cluster, C5H13NOS overall from the Open Molecules 2025 dataset. Energies are from ωB97M-V with the def2-TZVPD basis set.

Computed properties:
Kohn-Sham gap: 5.6 eV
HOMO level: -0.236 hartree
LUMO: -0.8 eV
charge: 0
multiplicity: 1

Structure (XYZ):
```
21
Properties=species:S:1:pos:R:3:mulliken_charge:R:1
C -1.341 0.811 -0.407 -0.7471
O -2.319 1.582 0.260 -0.5215
C -1.018 -0.334 0.542 0.4146
C -0.035 -1.423 -0.532 -0.2517
C 0.561 -0.857 0.558 0.3165
S 1.965 1.948 0.174 -0.4873
C 3.136 0.804 -0.673 -0.7594
N -2.160 -1.235 0.709 -0.7182
H -1.753 0.433 -1.344 0.3388
H -0.411 1.363 -0.559 0.3099
H -2.288 2.486 -0.069 0.3140
H -1.008 0.148 1.534 0.2354
H -0.340 -2.455 -0.499 0.2631
H 0.004 -0.956 -1.497 0.2384
H 0.695 -1.382 1.500 0.2046
H 1.157 0.117 0.542 -0.3735
H 2.638 0.187 -1.415 0.1778
H 3.899 1.371 -1.190 0.3070
H 3.592 0.170 0.072 0.2620
H -2.992 -0.745 0.994 0.2739
H -1.980 -2.032 1.298 0.2029
```

=====

Most stable of them? run 1.

=====

Run 1
Here is one molecule with the formula C5H13NOS from the Open Molecules 2025 dataset. Energies are from ωB97M-V with the def2-TZVPD basis set.

Computed properties:
Kohn-Sham gap: 9.4 eV
HOMO level: -0.318 hartree
LUMO: 0.7 eV
charge: 0
multiplicity: 1
SMILES string: OCCNCCCS

Structure (XYZ):
```
21
Properties=species:S:1:pos:R:3:mulliken_charge:R:1
C -0.509 0.731 1.354 -0.6976
C 0.618 1.467 0.687 -0.7590
S -0.041 2.930 -0.202 -0.2135
C -1.500 -0.030 0.420 -0.7627
N -0.946 -0.655 -0.760 -0.2839
C -0.469 -2.019 -0.644 -0.7122
C 0.815 -2.314 0.134 -0.2450
O 1.624 -3.126 -0.722 -0.5199
H -0.216 -0.025 2.085 0.3406
H -1.100 1.424 1.945 0.4516
H 1.148 0.877 -0.056 0.3572
H 1.326 1.793 1.422 0.3982
H 1.135 3.553 -0.338 0.1189
H -2.350 0.581 0.102 0.3617
H -1.986 -0.802 1.030 0.3590
H -0.231 -0.091 -1.191 0.2871
H -1.301 -2.610 -0.257 0.2955
H -0.271 -2.343 -1.666 0.4140
H 1.366 -1.441 0.413 0.2666
H 0.555 -2.876 1.043 0.2466
H 2.495 -3.246 -0.328 0.2971
```

=====

Run 2
Here is a 2-piece molecular cluster, C5H13NOS overall from the Open Molecules 2025 dataset. Energies are from ωB97M-V with the def2-TZVPD basis set.

Computed properties:
Kohn-Sham gap: 9.1 eV
HOMO level: -0.315 hartree
LUMO: 0.5 eV
charge: 0
multiplicity: 1

Structure (XYZ):
```
21
Properties=species:S:1:pos:R:3:mulliken_charge:R:1
C -1.601 1.245 0.207 -0.8765
C -1.632 -0.886 -1.072 -1.0532
C -1.928 -0.984 1.288 -1.2048
C 2.453 1.582 0.241 -0.9354
C -1.722 -0.077 0.135 0.8935
N 1.229 -0.944 0.731 -0.5211
O 2.531 -0.343 -1.679 -0.5933
S 1.431 0.130 -0.456 0.6061
H -1.843 1.948 0.990 0.3075
H 2.264 -0.741 -2.506 0.3161
H -1.235 1.778 -0.718 0.2152
H -1.635 -0.218 -1.986 0.2644
H -2.342 -1.679 -1.126 0.4538
H -0.554 -1.314 -1.091 0.1264
H -0.941 -1.545 1.501 0.2142
H -1.953 -0.531 2.360 0.2782
H -2.664 -1.681 1.045 0.3845
H 2.199 2.472 -0.322 0.2945
H 3.437 1.177 -0.113 0.3720
H 2.425 1.771 1.377 0.2715
H 2.082 -1.159 1.195 0.1865
```

=====

Most stable of them? run 1.

=====

Run 1
Here is an isolated ion of composition C5H15N2 and charge +1 from the Open Molecules 2025 dataset. Energies are from ωB97M-V with the def2-TZVPD basis set.

Computed properties:
Kohn-Sham gap: 11.1 eV
HOMO level: -0.513 hartree
LUMO: -2.8 eV
charge: +1
multiplicity: 1
SMILES string: CCC[NH2+]CCN

Structure (XYZ):
```
22
Properties=species:S:1:pos:R:3:mulliken_charge:R:1
N 2.165 -1.654 -0.560 -0.5090
C 1.267 -2.022 0.515 -0.6161
C -0.182 -1.840 -0.025 -0.6499
N -0.393 -0.406 -0.359 -0.2704
C -0.025 0.788 0.528 -0.5676
C -0.496 2.019 -0.284 -0.5569
C -1.912 2.461 0.136 -1.1189
H 0.241 -0.232 -1.160 0.4615
H 2.621 -2.492 -0.910 0.2259
H 2.884 -1.001 -0.286 0.2172
H 1.521 -1.446 1.406 0.3759
H 1.311 -3.078 0.819 0.4034
H -0.896 -2.054 0.766 0.3657
H -0.155 -2.382 -0.967 0.3784
H -1.282 -0.211 -0.827 0.3612
H -0.596 0.547 1.422 0.4624
H 1.041 0.736 0.776 0.3340
H 0.261 2.824 -0.146 0.3664
H -0.411 1.725 -1.337 0.3295
H -2.058 2.709 1.185 0.3427
H -2.195 3.277 -0.554 0.3512
H -2.710 1.731 -0.139 0.3131
```

=====

Run 2
Here is an isolated ion of composition C5H15N2 and charge +1 from the Open Molecules 2025 dataset. Energies are from ωB97M-V with the def2-TZVPD basis set.

Computed properties:
Kohn-Sham gap: 8.7 eV
HOMO level: -0.450 hartree
LUMO: -3.5 eV
charge: +1
multiplicity: 1
SMILES string: CNCCCC[NH3+]

Structure (XYZ):
```
22
Properties=species:S:1:pos:R:3:mulliken_charge:R:1
C 0.785 0.418 -1.395 -0.4114
C -0.728 0.442 -1.333 -0.7339
C -1.393 0.622 0.029 -0.5516
C -1.143 -0.461 1.082 -0.7931
N 0.245 -0.773 1.396 -0.2673
C 0.656 -2.164 1.217 -0.9696
N 1.314 1.809 -1.017 -0.3126
H 1.218 -0.243 -0.669 0.2819
H 1.056 0.302 -2.439 0.3022
H -1.122 -0.452 -1.798 0.3881
H -1.046 1.232 -2.016 0.3593
H -1.200 1.627 0.431 0.3147
H -2.473 0.568 -0.152 0.3051
H -1.678 -0.294 2.020 0.4265
H -1.611 -1.366 0.683 0.3856
H 0.518 -0.366 2.278 0.2508
H 0.468 -2.432 0.171 0.3245
H 1.745 -2.187 1.269 0.3292
H 0.204 -2.857 1.937 0.3508
H 0.825 2.301 -0.279 0.2939
H 2.285 1.654 -0.684 0.3675
H 1.416 2.434 -1.817 0.3594
```

=====

Run 3
Here is a 2-piece molecular cluster, C5H15N2 overall from the Open Molecules 2025 dataset. Energies are from ωB97M-V with the def2-TZVPD basis set.

Computed properties:
Kohn-Sham gap: 5.4 eV
HOMO level: -0.513 hartree
LUMO: -8.6 eV
charge: +1
multiplicity: 1

Structure (XYZ):
```
22
Properties=species:S:1:pos:R:3:mulliken_charge:R:1
N -0.211 -1.417 1.239 -0.4780
C 0.829 -0.409 1.080 0.3649
C 1.788 -0.384 2.249 -1.5173
C 0.206 0.955 0.746 -0.6089
N -0.752 0.803 -0.266 0.0114
C -1.401 2.004 -0.633 -0.8026
C -0.341 -1.389 -3.802 -0.6682
H -0.065 -0.755 -4.643 0.2773
H -0.993 -1.258 0.606 0.2737
H -0.509 -1.525 2.197 0.2692
H 1.375 -0.717 0.177 0.2771
H 2.592 0.322 2.077 0.4118
H 1.267 -0.084 3.167 0.4093
H 2.145 -1.385 2.473 0.3868
H -0.277 1.307 1.676 0.3929
H 0.969 1.721 0.514 0.4864
H -2.118 1.812 -1.427 0.3140
H -1.926 2.475 0.210 0.3959
H -0.674 2.771 -0.956 0.4048
H -0.342 -0.796 -2.887 -0.1226
H 0.380 -2.198 -3.715 0.2672
H -1.332 -1.796 -3.983 0.2547
```

=====

Most stable of them? run 1.

=====

Run 1
Here is a 2-piece molecular cluster, C5H15N2 overall from the Open Molecules 2025 dataset. Energies are from ωB97M-V with the def2-TZVPD basis set.

Computed properties:
Kohn-Sham gap: 4.8 eV
HOMO level: -0.497 hartree
LUMO: -8.7 eV
charge: +1
multiplicity: 1

Structure (XYZ):
```
22
Properties=species:S:1:pos:R:3:mulliken_charge:R:1
C 1.857 1.766 0.232 -1.3266
C 0.619 1.059 0.879 -0.2196
C -0.704 1.373 0.256 -0.7703
C -1.845 0.398 0.599 -0.4448
C -1.764 -0.910 -0.278 -0.0743
N -0.742 -1.813 0.088 -0.2285
N 1.974 -1.631 -1.460 -0.5434
H 2.019 1.236 -0.725 0.3594
H 1.696 2.822 0.073 0.3615
H 2.708 1.638 0.916 0.3498
H 0.865 -0.007 1.006 0.2585
H -1.108 2.357 0.505 0.3906
H -0.594 1.502 -0.853 0.3855
H -1.827 0.023 1.652 0.3100
H -2.804 0.904 0.450 0.3925
H -0.964 -0.830 -1.106 0.1692
H -2.754 -1.263 -0.559 0.4302
H -1.067 -2.709 0.513 0.2782
H 1.040 -1.904 -1.215 0.1274
H 2.684 -2.183 -1.004 0.2402
H 2.161 -1.662 -2.463 0.2549
H 0.576 1.534 1.881 0.2995
```

=====

Run 2
Here is an isolated ion of composition C5H15N2 and charge +1 from the Open Molecules 2025 dataset. Energies are from ωB97M-V with the def2-TZVPD basis set.

Computed properties:
Kohn-Sham gap: 9.9 eV
HOMO level: -0.489 hartree
LUMO: -3.4 eV
charge: +1
multiplicity: 1
SMILES string: CCNC[C@H](C)[NH3+]

Structure (XYZ):
```
22
Properties=species:S:1:pos:R:3:mulliken_charge:R:1
N 1.349 0.049 1.688 -0.3705
C 1.357 -0.826 0.440 0.1711
C 0.483 -2.041 0.630 -1.2624
C 1.053 0.100 -0.743 -0.8674
N -0.043 0.995 -0.421 -0.3457
C -1.399 0.425 -0.608 -0.0582
C -2.333 1.504 -1.093 -1.6100
H 2.154 0.678 1.772 0.3608
H 0.573 0.678 1.902 0.3460
H 1.483 -0.578 2.485 0.3655
H 2.415 -1.076 0.387 0.3677
H -0.582 -1.907 0.476 0.2764
H 0.710 -2.468 1.613 0.4291
H 0.808 -2.789 -0.045 0.3791
H 1.941 0.666 -1.029 0.4986
H 0.846 -0.529 -1.621 0.3533
H 0.011 1.855 -0.949 0.2732
H -1.401 -0.338 -1.389 0.2797
H -1.749 0.135 0.372 0.2266
H -2.334 2.407 -0.478 0.3922
H -3.340 1.164 -1.322 0.3776
H -2.002 1.896 -2.068 0.4175
```

=====

Run 3
Here is a 3-piece molecular cluster, C5H15N2 overall from the Open Molecules 2025 dataset. Energies are from ωB97M-V with the def2-TZVPD basis set.

Computed properties:
Kohn-Sham gap: 4.8 eV
HOMO level: -0.490 hartree
LUMO: -8.6 eV
charge: +1
multiplicity: 1

Structure (XYZ):
```
22
Properties=species:S:1:pos:R:3:mulliken_charge:R:1
C -0.948 1.862 -1.736 -0.4729
N -1.836 -0.835 -0.045 -0.2763
C -2.695 -0.172 0.965 -0.7361
C 0.235 2.295 -1.292 -0.1365
N 0.727 -0.278 0.534 -0.4800
C 1.494 -1.499 0.657 -0.4182
C 3.133 -1.013 0.533 -0.7779
H -1.111 0.784 -1.761 0.2710
H -1.576 2.591 -2.287 0.2684
H -2.167 -1.792 -0.198 0.2961
H -3.625 0.220 0.531 0.2931
H -3.195 -0.860 1.660 0.3299
H -1.988 0.405 1.528 0.2944
H 0.732 3.289 -1.331 0.2858
H 0.653 1.476 -0.704 -0.0072
H 1.127 0.382 1.221 0.3224
H -0.839 -0.799 0.278 0.2883
H 1.306 -2.066 1.566 0.3680
H 1.062 -2.087 -0.189 0.3535
H 3.810 -1.414 1.285 0.3343
H 3.034 0.078 0.553 0.3127
H 3.381 -1.279 -0.526 0.2873
```

=====

Most stable of them? run 2.

=====

Run 1
Here is a 2-piece molecular cluster, C2H9N2 overall from the Open Molecules 2025 dataset. Energies are from ωB97M-V with the def2-TZVPD basis set.

Computed properties:
Kohn-Sham gap: 9.6 eV
HOMO level: -0.513 hartree
LUMO: -4.4 eV
charge: +1
multiplicity: 1

Structure (XYZ):
```
13
Properties=species:S:1:pos:R:3:mulliken_charge:R:1
C -0.900 0.206 1.031 -1.3586
C -0.087 0.007 -0.196 0.0833
N -0.492 -0.968 -1.030 -0.4344
N 1.477 0.171 -0.042 -0.2436
H -1.956 0.524 0.746 0.3244
H -0.355 0.767 1.800 0.3425
H -1.015 -0.705 1.478 0.5381
H -0.139 1.709 -1.020 0.2091
H -0.587 -0.786 -2.039 0.2492
H -1.176 -1.571 -0.654 0.2434
H 1.734 -0.523 0.604 0.3070
H 1.725 1.061 0.323 0.3626
H 1.772 0.108 -1.002 0.3769
```

=====

Run 2
Here is an isolated ion of composition C2H9N2 and charge +1 from the Open Molecules 2025 dataset. Energies are from ωB97M-V with the def2-TZVPD basis set.

Computed properties:
Kohn-Sham gap: 9.8 eV
HOMO level: -0.504 hartree
LUMO: -4.0 eV
charge: +1
multiplicity: 1
SMILES string: NCC[NH3+]

Structure (XYZ):
```
13
Properties=species:S:1:pos:R:3:mulliken_charge:R:1
N -0.160 -0.263 -1.676 -0.3385
C -0.337 -0.567 -0.206 -0.5386
C 0.366 0.511 0.592 -0.5407
N 0.334 0.128 1.990 -0.5762
H 0.831 -0.086 -1.882 0.3579
H -0.495 -0.999 -2.300 0.3607
H -0.651 0.587 -1.961 0.3543
H -1.399 -0.653 -0.028 0.3926
H 0.170 -1.524 -0.046 0.3113
H 1.405 0.582 0.266 0.3586
H -0.075 1.488 0.370 0.3739
H 0.625 0.887 2.594 0.2555
H -0.612 -0.091 2.290 0.2292
```

=====

Most stable of them? run 2.